[1]
# C67H73F3NO2Sb2Zr

A molecular structure, C67H73F3NO2Sb2Zr at a distorted geometry (the ωB97M-V functional and the def2-TZVPD basis, the Open Molecules 2025 dataset).

Last column: Mulliken charge in e.
Atoms and positions in Å:
O -0.9234 -1.3451 -1.5121  0.183
C -0.3798 -1.6134 5.7514  -1.832
C 0.4753 0.6484 -3.2240  0.400
H 4.8082 4.1767 -0.8174  0.548
C 1.2644 4.3842 1.4334  -1.672
H -5.2617 -0.4351 2.9373  0.370
H -2.2063 0.4538 6.0853  0.328
F 7.5901 -4.4175 2.8803  -0.299
H 4.6586 1.9113 -4.7998  0.456
H 1.4682 1.2486 6.3767  0.325
H -3.7493 4.8783 -0.3167  0.417
H 3.3526 2.8557 0.6949  -0.174
H -1.1776 1.5280 -0.9596  0.815
C 2.3617 -2.1548 -1.5553  0.262
C -3.0517 -1.3968 1.4387  -1.026
C -4.1024 -2.1731 1.0350  0.161
H 2.5573 0.0504 -3.2638  1.042
H -2.0925 6.3574 -1.3786  0.520
H -1.0356 1.6966 6.5627  0.347
C 0.2772 1.3828 1.6884  0.080
C -1.8866 5.2983 -1.2795  -0.747
H -4.5407 -1.8299 3.7795  0.369
H 0.2957 -3.8291 0.5653  0.588
H -1.2168 -1.2336 3.3932  0.899
C 4.6684 -2.7178 1.6594  0.091
C -0.8635 -0.5353 -4.8598  -0.994
O 0.7724 1.4547 0.4748  0.113
H 0.3599 6.6917 -1.7389  0.619
H -2.9761 -5.4092 -1.4696  0.427
C 0.3415 5.7714 -2.3221  -1.960
H -6.2867 -1.6677 3.6639  0.468
H -6.6520 -2.3644 0.0284  0.370
H 1.9875 4.3442 -7.9532  0.443
C 1.1243 4.4895 3.9047  -2.056
H 1.3090 -0.2401 7.2965  0.477
H -1.5441 3.8926 3.3988  0.324
H 2.0857 4.0398 4.1599  0.349
H 1.0729 3.7995 0.5356  -0.120
C -5.3542 -1.5072 3.1253  -1.993
H 2.3356 4.4281 1.6308  0.447
C 1.4766 -3.1084 -1.0692  -0.056
C -0.6628 4.8098 -1.7506  0.732
H -2.6513 1.1915 -4.5565  0.882
H -4.8433 -4.1817 2.8029  0.360
H 0.4583 4.4373 4.7663  0.479
H -1.8079 -0.6607 -5.3753  0.547
H -3.5704 -5.4444 -3.1313  0.466
C 4.2661 2.4213 0.3214  0.417
H -5.0619 -2.6118 -2.8299  0.314
H 3.9654 3.5270 -6.7295  0.516
H 3.5011 -0.4021 -1.0481  0.440
C 5.6368 -3.6953 1.8234  -0.805
H 3.8684 -2.9020 0.9544  0.422
C 5.8506 0.6172 0.2859  -0.223
H 0.3369 -2.1565 5.1302  0.340
C -2.8188 4.4680 -0.6855  -0.988
C 0.4289 2.3163 2.7657  0.492
C -3.6028 -4.8879 -2.1953  -1.874
C -1.7629 -3.6090 -3.2037  -1.927
H -1.3135 -2.6518 -3.4212  0.152
C -0.7164 -0.2887 3.2375  -0.694
C -2.9528 -2.6901 -1.1367  0.624
C -1.9687 -1.2033 0.5657  -0.213
H 4.8919 3.5281 -4.1545  0.523
C -6.5318 -1.7782 0.9403  -1.587
H 5.8027 -0.4510 3.9139  0.422
C 1.3414 -1.9885 1.0304  0.168
C 6.6624 -3.4792 2.7285  0.202
C 6.2644 2.6133 -0.9597  0.004
C -5.6355 -3.7905 2.1626  -1.586
C 4.6360 1.1423 0.7228  -0.514
C 0.5118 3.8458 2.6541  2.127
H -2.6151 0.8699 -2.8339  0.160
C 5.7559 -1.3551 3.3167  -0.673
C -1.2176 0.6221 6.5152  -1.596
C -2.0254 1.2603 -3.6679  -1.226
C -1.3657 2.6142 -1.0311  0.351
C 5.0734 3.1680 -0.5226  -0.263
H -3.0788 -0.8642 2.3769  1.009
C -0.1793 0.4273 4.2847  -0.040
H 7.5442 -2.1894 4.1887  0.483
C -3.9820 -2.8360 -0.2201  -0.758
H 0.0938 -2.0779 -5.9941  0.489
H 6.1786 -0.3622 0.6127  0.368
C 0.6562 4.0984 -6.2876  -1.146
H -7.4694 -1.8268 1.4929  0.467
H 5.6094 -4.6197 1.2620  0.502
C 4.1804 2.7034 -4.2224  -1.020
H 2.0409 -0.2814 5.6878  0.278
C 1.5567 -0.1736 -3.6261  0.006
H -4.6360 -4.9152 -1.8494  0.432
H 4.0064 2.3389 -3.2078  -0.615
Sb 3.3490 0.1080 2.1241  1.371
C 3.0012 3.5733 -6.2379  -0.647
C -0.7730 0.4536 -3.8828  1.119
H -1.2180 0.2347 7.5341  0.482
H -1.3953 -1.8796 5.4518  0.296
H -0.4181 3.7289 -4.4773  0.406
H -3.2707 2.4578 -0.0561  0.589
N -0.9277 -0.3694 0.7729  1.180
C -2.5536 3.1117 -0.5383  -0.912
C 2.9180 3.1648 -4.9033  0.488
H 1.3483 5.3512 -2.3315  0.118
C 2.7055 -1.0742 -0.7364  -0.243
H -4.7787 -3.5106 -0.5011  0.372
C 0.2090 -1.3313 -5.2192  -1.008
C 0.9354 -3.0327 0.2044  -0.650
H 7.6180 0.9561 -0.8985  0.533
C -0.9678 4.2761 2.5549  -1.606
Sb 1.4140 2.5063 -2.2773  1.298
H -1.4199 3.9097 1.6341  0.234
C 1.8913 4.0320 -6.9219  -0.901
H 0.0805 6.0503 -3.3444  0.382
C -3.0856 -3.4633 -2.4546  1.938
H -1.0625 -4.2134 -2.6273  0.303
H -1.8231 2.3096 -3.4935  -0.276
C 4.7288 -1.5341 2.3919  -0.134
H 0.4705 2.3901 4.8635  0.521
C 2.2314 -1.0000 0.5800  -1.470
Zr 0.3490 0.0189 -0.9011  -2.941
C -0.4280 3.4381 -1.6554  1.254
H 2.8702 -2.3505 -2.4888  0.978
C -0.5275 0.1932 1.9409  -0.686
H -1.9419 -4.1227 -4.1489  0.607
H -6.3502 -0.7385 0.6599  0.337
C -1.9424 -1.7737 -0.7783  0.433
H -3.7358 -1.6977 -3.5642  0.174
C 1.2589 0.1822 6.2936  -1.493
H -6.5791 -3.8775 2.7004  0.487
H -0.2507 -1.9553 6.7771  0.504
C 6.6672 1.3501 -0.5641  -0.758
H 2.2930 -1.7241 -4.9134  0.641
C 6.7345 -2.3209 3.4835  -0.637
C 0.5449 3.6858 -4.9729  -0.404
C -4.0968 -2.7031 -3.3309  -1.527
H 1.0590 -2.0151 2.0766  1.009
H 0.9311 5.4037 1.2349  0.712
H -5.7051 -4.4199 1.2746  0.322
F 1.1879 -4.1453 -1.8315  -0.468
H -1.0348 5.3650 2.5640  0.521
F 7.0346 3.3206 -1.7853  -0.369
H -0.2135 4.4672 -6.8146  0.527
C 1.6677 3.2226 -4.2900  1.244
C -0.1306 -0.1037 5.6966  1.476
H -4.2505 -3.2431 -4.2657  0.472
H 1.2948 5.5471 3.7052  0.494
C 0.2611 1.7604 4.0109  -0.585
C -5.3859 -2.3103 1.8246  1.329
C 1.4325 -1.1460 -4.6015  -1.171

Cartesian forces (eV/Å) of the 2 atoms listed first:
O -0.8995 -0.4759 -0.0281
C 0.0130 0.1126 -0.0080

Summary:
Charge: +3
DFT total energy: -98733.429 eV
F_max: 3.13 eV Å⁻¹
Orbital gap: 4.30 eV

---

[2]
# C67H75BN3O9

4 unconnected molecules or ions with the total composition C67H75BN3O9 at a distorted geometry (the ωB97M-V functional and the def2-TZVPD basis, the Open Molecules 2025 dataset).

Last column: Mulliken charge in e.
Atoms and positions in Å:
H 0.0389 -4.6048 -2.2965  0.496
C -10.3944 -3.7873 -2.6157  -0.495
H 12.0440 -2.5330 -3.0078  0.211
H -6.9048 -2.2457 -1.8511  0.431
C -0.4697 -2.5340 -2.6482  1.960
H 3.6087 8.8474 0.3966  0.413
C -13.1345 -3.8439 3.2849  -0.468
H -2.5649 6.6325 12.2339  0.398
C -11.1576 -5.8898 -3.5044  -0.447
H 11.4778 -0.8521 -3.4142  0.426
C 0.0716 6.8262 6.6205  0.161
H -5.5063 -0.9988 0.0507  0.383
C 9.1635 -2.1770 -3.6143  -0.663
H 14.3919 -1.4099 -1.6297  0.292
H -1.2202 8.7048 12.0847  0.403
C -11.6456 -2.4540 2.0026  -0.545
C 3.6945 -5.4868 -3.2372  -1.030
H -12.3512 -7.0926 -2.1915  0.482
H -11.0517 -1.5549 1.9061  0.468
C -12.4803 -5.5473 -0.0018  0.547
H 2.2582 -3.6619 -2.3003  0.295
H 4.7613 -3.8747 -2.2748  0.292
H 2.2372 1.4466 -1.8158  0.358
C 6.1541 -4.7426 -3.6340  -0.822
H -2.4319 -1.0327 -4.8164  0.520
H 9.8519 -2.0131 -4.4558  0.422
H 3.4794 -5.7018 -2.1744  0.370
H 0.0520 1.3334 -6.3430  0.451
C 0.1529 7.7660 7.7707  0.525
H -0.2649 -4.3081 -4.0046  0.320
H 1.8522 -0.0937 -2.7385  -0.029
H 0.0413 9.2147 10.0264  0.471
C -1.8925 -2.9939 -2.2443  -1.161
H -12.3312 -1.9742 3.9735  0.400
H 2.0394 1.2189 2.2954  0.597
C -4.7002 -1.2338 -0.6483  -0.857
H 0.4194 0.9599 -0.2752  0.409
H -7.0661 -0.4999 -1.6479  0.491
H -1.2052 3.8068 5.7446  0.484
H -3.8858 -0.5105 -0.4538  0.251
C 3.3843 7.8097 0.6080  -0.577
C -0.5400 8.3048 10.0944  -0.577
C -1.3435 5.2732 7.9867  0.617
H 1.2388 8.0897 5.3359  0.498
O 0.7981 8.7910 7.6879  -0.657
C -2.0320 5.9616 10.2716  -0.561
H -2.5896 -0.8475 -2.2743  0.084
C 12.2134 -1.1421 -1.3604  -0.423
H 2.6964 0.2393 4.4624  0.443
H -11.2013 -6.6020 -4.3187  0.404
H -1.3331 0.5743 -5.5825  0.247
C -12.3648 -2.6910 3.1629  -0.474
H -13.7653 -5.6673 2.3505  0.473
C 0.7044 7.1531 5.4261  -0.818
H 2.0847 -2.9870 -3.9290  -0.138
H -4.2513 -2.2209 -0.4522  0.279
H 3.8671 1.6253 6.1451  0.419
C -11.0369 -4.0629 -1.4131  0.183
C 3.3929 5.9477 2.1278  0.069
C -0.0354 5.0718 4.4687  -0.473
C 6.9560 -3.4613 -4.0021  -0.777
C 0.6461 6.2798 4.3523  -0.434
C 4.7034 -4.3068 -3.2846  -0.060
H -2.2069 -3.8314 -2.8762  0.273
H 9.6457 -1.2696 -1.6540  0.285
O -13.0919 -6.5872 0.1324  -0.652
C -0.6279 5.6233 6.7310  0.307
C 0.2337 -3.8910 -3.1158  -2.152
H 6.6491 -5.2075 -2.7685  0.297
C -2.7181 -1.7906 -2.8375  -0.263
O -4.9750 -2.7068 -3.8893  -0.565
H 8.9426 -4.0716 -4.5856  0.236
H -0.0727 4.3868 3.6295  0.470
H 8.4289 -1.3605 -3.5797  0.374
H 2.4737 -0.2047 -1.1013  0.375
H 1.6199 -5.9556 -3.7650  0.465
H 2.5101 0.5744 -4.9232  0.327
C 10.0461 -2.0447 -2.3248  -0.620
H -4.5098 -2.7385 -4.7367  0.303
C 3.7411 5.3853 3.4591  0.831
O -1.9403 4.2193 8.0861  -0.670
H 10.0998 -3.0061 -1.7922  0.323
C 1.8609 0.4191 -1.7685  -1.169
C 3.6759 7.2815 1.8557  -0.550
C 2.0850 -0.1617 -5.6181  -1.308
H -0.1667 1.5274 -4.6128  0.166
C 11.5185 -1.6374 -2.6437  -0.700
H -9.9623 -4.4774 -4.5966  0.404
H 2.1772 0.2951 -6.6180  0.515
H -6.8343 -1.0959 -3.2830  0.347
H -0.4222 1.9374 -2.0768  0.357
C -0.0379 -1.0307 -0.8354  -0.423
C 2.8091 7.0077 -0.3732  -0.531
C -0.6654 -1.8000 -4.0157  -0.758
H 2.6191 -1.1157 -5.6161  0.231
C -6.5586 -1.2779 -2.2416  -1.218
N -5.1011 -1.0814 -2.0714  -0.147
C 2.8270 3.1619 2.7587  0.266
C -10.4585 -4.6964 -3.6595  -0.552
C -11.6918 -3.3709 0.9577  0.200
C -0.2771 0.8081 -5.4325  -1.098
C 2.4612 3.7283 1.4356  0.363
C 3.8385 3.3925 4.9365  -0.820
H 11.6571 -0.3165 -0.8932  0.355
C -11.7534 -5.2516 -1.2650  0.289
O 1.9004 3.0410 0.5988  -0.629
H 12.2898 -1.9900 -0.6635  0.271
H -13.7052 -4.0213 4.1875  0.404
C 0.4191 0.3796 -1.2167  0.361
C -11.8037 -6.1670 -2.3106  -0.621
H 6.7378 -3.1346 -5.0289  0.248
H 6.5605 -2.6708 -3.3362  0.419
O -10.2868 -2.0711 -0.4108  -0.685
C 8.4687 -3.5738 -3.7250  -0.578
H -2.1736 -3.0223 -1.1893  0.461
O 4.2438 6.0836 4.3138  -0.683
N -1.9251 -1.4779 -4.0616  0.117
H 2.5904 7.4203 -1.3499  0.418
C 2.7984 5.1468 1.1507  0.319
C -0.6714 4.7438 5.6547  -0.805
C -2.0022 6.8496 11.3349  -0.481
N 0.2801 -1.6221 -5.0018  -0.230
H -1.1270 -0.9979 -0.6949  0.007
C 2.5129 5.6816 -0.1017  -0.645
C 2.3274 -5.1187 -3.8699  -1.116
C 3.4638 3.9495 3.7196  0.631
C 3.5688 2.0589 5.1992  -0.522
H 13.7136 -0.1382 -2.6498  0.314
H 0.3898 -1.2262 0.1599  0.581
H 4.3426 4.0007 5.6759  0.520
C 1.7559 -3.7945 -3.2658  0.684
O 0.4345 -2.0741 -1.6889  -0.357
H -2.6134 5.0518 10.3403  0.466
C 0.6222 -0.4033 -5.2982  1.066
C 2.9137 1.2787 4.2512  -0.673
H 13.8909 0.1431 -0.8907  0.332
H -9.8485 -2.8608 -2.7363  0.512
C -1.2490 8.0167 11.2494  -0.472
H 2.5215 -4.9841 -4.9484  0.322
B -4.3204 -1.9022 -2.9616  0.574
H 8.6628 -4.1387 -2.8060  0.363
C -10.9484 -3.0853 -0.2966  0.539
C -1.3171 6.2425 9.1124  0.204
H 4.1273 7.9038 2.6173  0.523
O -0.5683 0.9799 -2.0639  -0.550
H 4.4085 -3.5427 -4.0190  0.043
C 2.5442 1.8276 3.0340  -0.627
C -13.1709 -4.7685 2.2534  -0.562
C -12.4461 -4.5388 1.0894  0.197
H 4.1062 -6.4161 -3.6525  0.539
H 2.0622 5.0606 -0.8644  0.454
H 1.1343 6.5375 3.4209  0.737
C 13.6437 -0.6048 -1.6571  -1.138
C -0.5797 7.4250 9.0182  0.189
H 6.1488 -5.4823 -4.4476  0.435

Cartesian forces (eV/Å) of the 2 atoms listed first:
H -0.0592 0.1857 -0.2563
C 0.0622 -0.0558 -0.1657

Summary:
Charge: +1
DFT total energy: -94265.995 eV
F_max: 4.63 eV Å⁻¹
Orbital gap: 7.64 eV

---

charge of number 2 (C67H75BN3O9)?
+1